(1)
Entry from the Open Molecules 2025 dataset: a structure of composition C32H57N9O4P2RbS2 (ωB97M-V/def2-TZVPD).

Properties
Largest force on an atom ... 0.8 eV/Å
Energy relative to the best compared isomer or geometry (same formula, charge and spin) ... 0.503 eV
Gap between HOMO and LUMO ... 6.97 eV
HOMO level ... -4.85 eV
Calculated total energy ... -96616.19960 eV

```
! wB97M-V def2-TZVPD RIJCOSX def2/J DEFGRID3
* xyz -1 1
Rb -0.949 -0.408 0.147
C 2.051 7.299 3.741
C 1.240 6.130 3.249
C 0.545 5.317 4.141
C -0.215 4.249 3.692
C -0.291 3.978 2.333
C 0.385 4.782 1.433
C 1.148 5.848 1.891
S -1.239 2.559 1.775
O -2.555 2.719 2.380
O -0.462 1.441 2.335
N -1.179 2.544 0.236
C -2.422 2.619 -0.542
C -2.700 1.274 -1.271
O -2.120 1.083 -2.367
O -3.374 0.413 -0.645
H 2.273 7.205 4.804
H 1.514 8.240 3.596
H 2.997 7.377 3.204
H 0.602 5.523 5.205
H -0.754 3.620 4.388
H 0.299 4.557 0.377
H 1.682 6.468 1.178
H -2.298 3.397 -1.304
H -3.274 2.858 0.098
N -2.874 -2.754 0.456
C -3.022 -3.587 -0.738
C -1.815 -4.469 -1.037
N -0.580 -3.700 -1.197
H -3.245 -3.207 1.280
H -3.370 -1.874 0.335
H -3.179 -2.916 -1.585
H -3.906 -4.237 -0.692
H -2.064 -5.048 -1.936
H -1.687 -5.189 -0.218
H -0.815 -2.744 -1.437
H -0.001 -4.039 -1.954
C 2.257 -4.418 0.828
P 1.290 -3.022 1.537
C 2.630 -2.319 2.598
C 0.289 -3.878 2.835
C 0.297 -5.268 2.972
C -0.476 -5.901 3.934
C -1.269 -5.153 4.790
C -1.290 -3.773 4.662
C -0.532 -3.123 3.691
P -0.593 -1.306 3.415
C 0.063 -0.660 5.003
C -2.398 -0.946 3.602
H 2.846 -4.972 1.563
H 2.935 -3.980 0.093
H 1.598 -5.100 0.291
H 2.930 -2.993 3.403
H 2.314 -1.365 3.021
H 3.499 -2.131 1.960
H 0.911 -5.871 2.317
H -0.455 -6.982 4.014
H -1.870 -5.640 5.549
H -1.920 -3.186 5.322
H -0.559 -0.925 5.862
H 0.118 0.425 4.914
H 1.067 -1.054 5.165
H -2.602 -0.637 4.629
H -2.965 -1.855 3.395
H -2.721 -0.155 2.926
C -2.841 -1.583 -3.704
N -2.410 -0.645 -4.721
C -2.889 -0.974 -6.055
C -1.051 -0.307 -4.713
S 0.161 -1.392 -4.296
N -0.806 0.935 -5.143
C 0.531 1.395 -5.456
C -1.833 1.970 -5.147
H -3.933 -1.604 -3.702
H -2.524 -1.189 -2.742
H -2.458 -2.597 -3.872
H -2.505 -1.947 -6.394
H -2.578 -0.212 -6.769
H -3.980 -1.011 -6.044
H 1.160 0.547 -5.709
H 0.974 1.938 -4.615
H 0.466 2.079 -6.305
H -2.664 1.648 -4.531
H -2.158 2.190 -6.169
H -1.404 2.869 -4.703
C 2.253 1.171 0.252
N 3.464 1.912 -0.134
C 4.413 0.967 -0.717
N 3.872 0.260 -1.880
C 2.652 -0.440 -1.453
N 1.661 0.475 -0.894
C 1.312 1.478 -1.907
N 2.500 2.224 -2.354
C 3.084 2.872 -1.176
C 3.473 1.263 -2.876
H 1.515 1.859 0.665
H 2.507 0.435 1.021
H 4.690 0.230 0.044
H 5.313 1.509 -1.020
H 2.914 -1.184 -0.695
H 2.216 -0.948 -2.315
H 0.574 2.160 -1.481
H 0.858 0.956 -2.752
H 2.356 3.570 -0.759
H 3.976 3.429 -1.482
H 4.365 1.805 -3.204
H 3.035 0.745 -3.732
*
```

(2)
Entry from the Open Molecules 2025 dataset: a structure of composition C18H14N5O2S2SeV at a distorted geometry (ωB97M-V/def2-TZVPD).

Properties
Largest force on an atom ... 1.1 eV/Å
Energy relative to the best compared isomer or geometry (same formula, charge and spin) ... 0.000 eV
Gap between HOMO and LUMO (alpha / beta) ... 6.16 / 5.76 eV
HOMO level (alpha / beta) ... -4.63 / -4.66 eV
Calculated total energy ... -143145.86837 eV

```
! wB97M-V def2-TZVPD RIJCOSX def2/J DEFGRID3
* xyz -1 2
V 1.310 1.433 -0.176
S -1.779 -1.911 1.713
C -0.423 -1.367 2.662
C -0.354 -1.716 4.028
C 0.625 -1.246 4.874
C 1.614 -0.384 4.401
C 1.595 -0.033 3.069
C 0.615 -0.530 2.200
N 0.722 -0.070 0.871
C 0.551 -0.716 -0.289
C 0.200 -2.070 -1.993
C -0.149 -3.148 -2.786
C -0.115 -2.967 -4.162
C 0.264 -1.748 -4.729
C 0.613 -0.674 -3.930
C 0.579 -0.824 -2.545
H -1.132 -2.368 4.404
H 0.619 -1.544 5.916
H 2.388 -0.008 5.056
H 2.365 0.612 2.658
H -0.446 -4.093 -2.350
H -0.390 -3.790 -4.810
H 0.278 -1.644 -5.806
H 0.896 0.276 -4.364
Se 6.168 1.747 0.316
C 4.421 1.642 0.136
N 3.256 1.577 0.020
N -1.755 1.926 0.974
C -1.900 3.260 0.402
C -0.650 3.777 -0.300
O -0.681 4.814 -0.912
O 0.452 3.065 -0.133
H -2.188 0.357 -0.229
H -2.609 1.638 1.439
H -1.027 1.899 1.680
H -2.166 4.032 1.133
H -2.690 3.245 -0.349
N 0.245 -1.998 -0.595
C 0.832 0.080 -1.458
H -0.362 -2.521 0.052
S -2.851 -0.459 -1.093
C -3.302 0.811 -2.135
N -3.637 1.641 -2.862
*
```

(3)
Entry from the Open Molecules 2025 dataset: a structure of composition C22H45GaN2P3Se at a distorted geometry (ωB97M-V/def2-TZVPD).

Properties
Largest force on an atom ... 1.9 eV/Å
Energy relative to the best compared isomer or geometry (same formula, charge and spin) ... 0.000 eV
Gap between HOMO and LUMO (alpha / beta) ... 3.51 / 3.68 eV
HOMO level (alpha / beta) ... -16.34 / -16.36 eV
Calculated total energy ... -172084.85313 eV

```
! wB97M-V def2-TZVPD RIJCOSX def2/J DEFGRID3
* xyz 3 1
Ga -0.081 -0.084 0.404
P -0.947 -2.359 1.474
P 1.857 -0.749 2.375
P 1.960 -1.881 -0.771
H -2.545 4.090 -5.962
C -2.546 3.117 -6.465
C -3.533 2.223 -6.334
H -4.468 2.488 -5.837
C -2.364 -2.033 2.570
C -0.177 -3.765 2.387
C -1.758 -3.260 0.086
C 3.206 0.503 2.490
C 1.185 -0.621 4.088
C 2.900 -2.246 2.614
C 1.259 -1.795 -2.472
C 2.152 -3.697 -0.569
C 3.690 -1.376 -1.094
H -1.725 2.965 -7.191
H -3.491 1.292 -6.908
H -3.026 -1.283 2.126
H -1.980 -1.658 3.525
H -2.916 -2.968 2.730
H 0.185 -3.465 3.376
H 0.656 -4.236 1.849
H -0.951 -4.533 2.544
H -2.436 -2.590 -0.464
H -2.348 -4.068 0.548
H -1.032 -3.686 -0.626
H 3.729 0.324 3.445
H 2.798 1.524 2.482
H 3.910 0.395 1.650
H 2.027 -0.786 4.780
H 0.397 -1.363 4.285
H 0.772 0.380 4.266
H 3.474 -2.085 3.537
H 3.612 -2.405 1.798
H 2.317 -3.161 2.737
H 1.880 -2.438 -3.112
H 1.288 -0.758 -2.835
H 0.217 -2.143 -2.486
H 2.750 -4.039 -1.425
H 1.187 -4.224 -0.574
H 2.681 -3.958 0.355
H 4.115 -2.110 -1.792
H 4.272 -1.358 -0.163
H 3.686 -0.375 -1.547
C 0.739 1.984 -2.231
C -0.630 1.791 -2.518
C -1.132 2.198 -3.751
C -0.318 2.917 -4.624
C 1.011 3.205 -4.314
C 1.532 2.749 -3.115
Se 1.677 1.394 -0.717
H -0.616 -0.392 -1.038
H -1.299 1.311 -1.792
H -2.165 1.974 -4.015
H -0.707 3.316 -5.550
H 1.623 3.783 -5.002
H 2.575 2.977 -2.841
C -1.031 3.848 4.153
C -1.351 2.859 3.112
C -2.545 2.585 2.452
C -2.293 1.572 1.530
N -0.976 1.246 1.592
N -0.436 2.042 2.568
C -3.234 0.961 0.575
H -1.228 4.863 3.765
H -1.657 3.715 5.046
H 0.018 3.814 4.470
H -3.472 3.103 2.616
H 0.567 2.020 2.802
H -4.198 0.772 1.059
H -3.409 1.643 -0.270
H -2.884 0.003 0.146
*
```

(4)
Entry from the Open Molecules 2025 dataset: a structure of composition C18H28N4O5PdSSi (ωB97M-V/def2-TZVPD).

Properties
Largest force on an atom ... 0.9 eV/Å
Energy relative to the best compared isomer or geometry (same formula, charge and spin) ... 0.595 eV
Gap between HOMO and LUMO ... 6.34 eV
HOMO level ... -1.54 eV
Calculated total energy ... -57513.66407 eV

```
! wB97M-V def2-TZVPD RIJCOSX def2/J DEFGRID3
* xyz -2 1
Pd -0.081 0.055 -0.456
C 4.555 -0.014 1.423
N 3.394 -0.339 0.636
C 3.749 -0.904 -0.652
C 2.476 -1.197 1.361
C 1.786 -0.485 2.495
C 1.837 -1.009 3.781
C 1.161 -0.427 4.845
C 0.415 0.721 4.624
C 0.353 1.265 3.352
C 1.020 0.674 2.272
H 5.170 -0.909 1.658
H 4.256 0.444 2.368
H 5.186 0.694 0.881
H 4.342 -1.834 -0.543
H 4.353 -0.185 -1.211
H 2.852 -1.138 -1.229
H 3.007 -2.079 1.771
H 1.719 -1.574 0.662
H 2.420 -1.909 3.942
H 1.211 -0.872 5.832
H -0.130 1.190 5.436
H -0.242 2.150 3.162
C -4.524 -0.439 -1.594
N -4.738 -1.629 -0.797
C -5.807 -1.653 0.174
C -5.262 -2.635 1.224
O -5.944 -3.048 2.151
N -3.967 -2.922 0.939
C -3.666 -2.278 -0.193
N -2.486 -2.216 -0.749
H -5.470 -0.149 -2.052
H -3.815 -0.629 -2.398
H -4.144 0.399 -0.997
H -6.755 -2.002 -0.239
H -5.962 -0.672 0.641
H -1.632 -2.629 -0.371
H -2.312 -1.707 -1.608
C -0.988 2.758 -2.426
Si 0.737 2.724 -1.688
C 1.904 1.782 -2.803
C 1.330 4.528 -1.624
C 0.733 2.015 -0.016
C 0.826 1.226 0.953
H -0.984 3.274 -3.392
H -1.692 3.269 -1.764
H -1.326 1.730 -2.572
H 1.958 2.249 -3.792
H 1.569 0.746 -2.912
H 2.910 1.764 -2.376
H 1.341 4.982 -2.620
H 2.342 4.584 -1.214
H 0.677 5.127 -0.983
O 0.146 -2.606 -0.839
S 0.096 -2.206 -2.290
O -0.590 -3.221 -3.092
O -0.754 -0.936 -2.305
O 1.443 -1.900 -2.785
*
```

(5)
Entry from the Open Molecules 2025 dataset: a structure of composition C28H32F6FeN8O2P at a distorted geometry (ωB97M-V/def2-TZVPD).

Properties
Largest force on an atom ... 1.3 eV/Å
Energy relative to the best compared isomer or geometry (same formula, charge and spin) ... 0.188 eV
Gap between HOMO and LUMO (alpha / beta) ... 7.43 / 5.25 eV
HOMO level (alpha / beta) ... -12.43 / -12.42 eV
Calculated total energy ... -105541.98418 eV

```
! wB97M-V def2-TZVPD RIJCOSX def2/J DEFGRID3
* xyz 2 6
Fe -0.321 -0.053 0.158
C -1.520 -5.621 0.223
N -1.363 -4.270 -0.315
C -1.826 -3.867 -1.538
C -1.458 -2.561 -1.681
N -0.781 -2.165 -0.561
C -0.741 -3.208 0.255
P 0.144 -3.285 1.838
C 1.590 -2.356 1.266
N 1.558 -1.221 0.578
C 2.858 -0.834 0.388
C 3.680 -1.754 0.966
N 2.870 -2.709 1.515
C 3.325 -3.907 2.222
C -0.607 -1.869 2.693
N -0.665 -0.626 2.236
C -1.220 0.143 3.223
C -1.486 -0.653 4.297
N -1.095 -1.918 3.953
C -1.141 -3.078 4.844
H -1.197 -6.349 -0.517
H -2.562 -5.807 0.473
H -0.912 -5.736 1.114
H -2.354 -4.535 -2.198
H -1.620 -1.899 -2.515
H 3.117 0.067 -0.137
H 4.753 -1.794 1.037
H 4.402 -3.850 2.344
H 3.081 -4.801 1.653
H 2.862 -3.969 3.203
H -1.373 1.200 3.110
H -1.913 -0.420 5.258
H -1.930 -2.932 5.575
H -0.195 -3.187 5.373
H -1.338 -3.982 4.277
N -2.675 2.021 -1.367
C -2.340 1.869 -2.692
C -3.080 2.500 -3.670
C -2.725 2.438 -5.024
C -1.619 1.749 -5.419
C -0.862 1.045 -4.465
C 0.280 0.308 -4.844
C 0.998 -0.372 -3.908
C 0.569 -0.321 -2.579
N -0.494 0.348 -2.167
C -1.226 1.064 -3.086
H -3.359 2.717 -1.126
H -1.987 1.816 -0.667
H -3.938 3.088 -3.365
H -3.326 2.968 -5.751
H -1.313 1.731 -6.456
H 0.578 0.299 -5.886
H 1.879 -0.941 -4.169
H 1.124 -0.857 -1.814
C 1.254 3.710 -0.741
C 0.870 2.850 0.454
O 0.335 1.620 0.095
C 2.119 2.590 1.336
F 2.587 3.693 1.898
F 3.097 2.064 0.578
F 1.860 1.695 2.302
C -0.203 3.599 1.289
F -0.574 2.887 2.368
F 0.180 4.796 1.690
F -1.309 3.745 0.539
H 2.054 3.224 -1.295
H 1.589 4.689 -0.405
H 0.390 3.826 -1.393
C -3.964 -2.015 1.321
C -3.687 -0.816 0.470
C -4.849 -0.190 -0.238
O -2.565 -0.349 0.359
H -4.479 -2.776 0.731
H -4.641 -1.726 2.129
H -3.046 -2.423 1.741
H -5.743 -0.807 -0.192
H -4.579 0.015 -1.274
H -5.060 0.776 0.229
*
```

(6)
Entry from the Open Molecules 2025 dataset: the molecule C4H4O2S2 at a distorted geometry (ωB97M-V/def2-TZVPD).

Properties
Largest force on an atom ... 7.3 eV/Å
Energy relative to the best compared isomer or geometry (same formula, charge and spin) ... 1.997 eV
Structure (SMILES) ... O=C[C@]1(S)CSC1=O
Gap between HOMO and LUMO ... 9.22 eV
HOMO level ... -9.67 eV
Calculated total energy ... -29975.73157 eV

```
! wB97M-V def2-TZVPD RIJCOSX def2/J DEFGRID3
* xyz 0 1
O 1.499 1.733 0.614
C 0.973 0.571 0.960
C 0.036 -0.103 -0.054
S 1.106 -1.187 -0.960
C -0.669 0.738 -1.088
S -2.391 0.362 -0.381
C -1.202 -0.702 0.547
O -1.202 -1.595 1.375
H 0.975 0.140 2.104
H 1.641 -2.209 0.045
H -0.241 1.760 -1.054
H -0.525 0.492 -2.108
*
```

(7)
Entry from the Open Molecules 2025 dataset: a cluster of 2 separate species, C7H8N2S2 in total at a distorted geometry (ωB97M-V/def2-TZVPD).

Properties
Largest force on an atom ... 1.8 eV/Å
Energy relative to the best compared isomer or geometry (same formula, charge and spin) ... 2.905 eV
Structure (SMILES) ... [H]/N=C1\CCC(=S)N1.C#CC=S
Gap between HOMO and LUMO ... 7.90 eV
HOMO level ... -8.78 eV
Calculated total energy ... -32036.31436 eV

```
! wB97M-V def2-TZVPD RIJCOSX def2/J DEFGRID3
* xyz 0 1
H -1.747 -0.768 0.556
N -0.750 -0.585 0.645
C -0.269 -0.206 -0.461
C -0.889 0.009 -1.831
C 0.276 0.475 -2.720
C 1.496 0.502 -1.817
S 3.021 0.925 -2.233
N 1.088 0.110 -0.588
H -1.338 -0.925 -2.182
H -1.688 0.754 -1.759
H 0.125 1.474 -3.139
H 0.475 -0.197 -3.559
H 1.719 0.044 0.202
C 1.253 -0.561 3.489
C 0.104 -0.307 3.227
C -1.248 0.023 2.917
S -2.440 -1.053 2.714
H 2.265 -0.806 3.722
H -1.452 1.091 2.820
*
```

(8)
Entry from the Open Molecules 2025 dataset: a structure of composition C31H25BBr15FNO7 at a distorted geometry (ωB97M-V/def2-TZVPD).

Properties
Largest force on an atom ... 9.0 eV/Å
Gap between HOMO and LUMO ... 4.82 eV
HOMO level ... -4.86 eV
Calculated total energy ... -1102373.94067 eV

```
! wB97M-V def2-TZVPD RIJCOSX def2/J DEFGRID3
* xyz -1 1
C 5.785 -3.037 0.076
C 6.736 -2.142 -0.935
O 8.055 -2.426 -1.062
O 6.206 -1.041 -1.756
C 6.362 0.197 -0.968
C 4.902 0.773 -0.487
C 4.880 1.859 0.761
C 3.486 2.553 1.357
C 3.492 3.671 2.595
C 3.317 5.232 2.024
F 2.824 6.169 3.083
C 2.083 2.039 0.611
C 2.105 0.960 -0.654
C 3.502 0.296 -1.228
C 0.652 0.552 -1.359
O 0.732 0.217 -2.675
C -0.751 0.599 -0.496
C -0.757 1.647 0.807
C -2.121 1.739 1.749
C -3.451 0.800 1.384
C -4.833 0.886 2.271
O -5.884 1.507 1.667
O -5.017 0.399 3.647
C -3.464 -0.248 0.083
B -4.801 -1.140 -0.264
N -5.122 -2.533 0.248
O -5.815 -0.516 -1.171
C -2.077 -0.301 -0.850
C -2.114 -1.303 -2.155
C -2.281 -0.550 -3.640
C -2.378 -1.340 -5.073
C -2.315 -2.982 -5.039
C -2.113 -3.746 -3.582
C -2.002 -2.939 -2.127
C 0.605 2.571 1.085
O 0.397 3.744 1.696
H 5.528 -2.478 1.096
H 4.757 -3.325 -0.406
H 6.395 -4.016 0.350
H 7.134 0.040 -0.076
H 6.856 1.003 -1.683
H 5.880 2.193 1.307
H 4.539 3.637 3.161
H 2.600 3.519 3.348
H 4.322 5.684 1.630
H 2.544 5.293 1.124
H 3.434 -0.468 -2.115
H -2.085 2.481 2.658
H -4.593 -3.284 -0.247
H -5.066 -2.611 1.287
H -6.434 -1.231 -1.525
H -2.353 0.631 -3.662
H -2.520 -0.715 -6.072
H -2.415 -3.550 -6.067
H -2.055 -4.930 -3.633
H -1.848 -3.509 -1.094
C -7.549 -0.934 -4.920
Br -8.439 -0.438 -3.263
Br -8.360 -0.071 -6.464
Br -5.632 -0.616 -4.836
H -7.689 -2.013 -5.047
C -2.664 2.152 5.971
Br -3.003 2.596 7.834
Br -3.846 3.123 4.769
Br -0.793 2.395 5.498
H -2.889 1.087 5.849
C 3.073 -3.748 -3.601
Br 3.944 -2.120 -4.212
Br 3.947 -4.491 -2.030
Br 1.167 -3.484 -3.312
H 3.175 -4.486 -4.403
C 8.962 -0.855 2.392
Br 8.353 -1.596 0.700
Br 10.107 -2.097 3.356
Br 9.811 0.880 2.160
H 8.072 -0.695 3.010
C -8.664 1.658 4.296
Br -9.003 2.101 6.159
Br -9.846 2.628 3.094
Br -6.793 1.900 3.823
H -8.889 0.593 4.175
*
```